Record 1
The following is a DFT calculation (wB97M-V/def2-TZVPD) of a molecular structure, C46H57AgBrF4NO6P2S2Si3.

XYZ file:
```
123
Properties=species:S:1:pos:R:3
Ag 0.893 0.030 -0.427
Br 0.772 -3.639 -0.456
S -1.783 0.901 -0.952
S -4.836 2.474 -0.842
P -2.870 2.567 -0.977
P -2.068 -1.960 -0.748
Si 4.021 -1.963 -0.086
Si 3.970 0.998 -0.392
Si 3.202 -0.727 -2.797
F -4.440 -4.155 -0.536
F -1.889 -8.012 -1.032
F 0.376 -6.583 -0.823
F -4.291 -6.773 -0.844
O 0.084 -1.097 1.556
O 0.027 -1.092 7.886
O 0.752 0.986 2.032
O -2.243 3.630 0.063
O 0.358 1.084 7.186
O -2.434 3.330 -2.338
N 1.636 2.310 -1.171
C -1.947 -6.682 -0.901
C 2.880 2.530 -0.718
C 0.265 0.250 6.084
C -3.096 -1.362 -4.626
C 4.207 1.123 1.478
C -3.315 -2.098 3.122
C -5.203 -1.640 -3.517
C -2.664 -2.319 1.918
C 0.813 3.344 -1.347
C -3.376 5.579 -1.957
C -4.878 -0.658 2.004
C -0.847 4.035 1.936
C 0.215 -0.459 3.832
C -2.189 4.896 -4.063
C 2.763 0.852 -3.734
C 5.632 1.503 -1.177
C 5.901 -1.788 0.205
C -3.100 4.446 -2.935
C -0.062 -2.086 5.619
C -0.795 -5.932 -0.810
C -4.548 -1.822 -2.304
C 3.282 -2.233 1.636
C 0.347 0.581 4.759
C -3.165 -6.047 -0.818
C 0.358 -0.157 2.350
C 1.162 4.650 -1.044
C 0.016 -1.764 4.260
C 1.935 -1.984 -3.421
C -2.231 3.577 1.507
C -4.437 -1.278 3.165
C -2.549 2.211 2.098
C -3.214 -4.672 -0.693
C -0.858 -4.552 -0.698
C 3.257 -0.567 -0.982
C -4.206 -0.856 0.803
C 3.971 -3.672 -0.939
C 3.307 3.825 -0.414
C 4.855 -1.283 -3.563
C 0.067 -1.047 6.506
C -2.083 -3.870 -0.683
C -4.484 -1.411 -4.680
C 2.438 4.894 -0.556
C -3.158 -1.776 -2.236
C -3.113 -1.714 0.743
C -2.446 -1.538 -3.415
C 0.280 0.239 8.322
H -5.731 0.011 2.027
H 2.124 -2.991 -3.042
H 3.489 1.654 -3.553
H 3.832 -1.696 2.416
H -3.504 1.837 1.732
H 4.962 -4.134 -0.908
H -0.065 -2.535 3.504
H 6.170 -0.847 0.693
H -0.826 4.174 3.020
H 1.929 -2.032 -4.517
H -0.211 -3.103 5.962
H -1.365 -1.459 -3.368
H 6.443 -1.833 -0.749
H -1.244 5.258 -3.651
H 3.666 -3.615 -1.986
H 6.262 -2.609 0.836
H -4.520 -0.306 -0.075
H 6.345 0.674 -1.118
H -3.845 6.412 -2.488
H -0.531 0.571 8.973
H -4.048 4.087 -3.345
H 4.318 3.981 -0.051
H 0.517 1.591 4.407
H -5.002 -1.260 -5.620
H 5.656 -0.583 -3.294
H -0.166 3.111 -1.741
H -2.443 5.916 -1.498
H 5.497 1.749 -2.236
H 4.661 2.082 1.751
H 3.270 -3.298 1.898
H -1.971 4.059 -4.727
H -2.520 -1.174 -5.524
H 6.081 2.371 -0.681
H 3.269 -4.346 -0.436
H -2.663 5.697 -4.636
H 1.227 0.270 8.872
H -6.286 -1.673 -3.545
H 4.805 -1.338 -4.657
H 3.224 1.059 1.960
H -0.587 4.978 1.450
H -2.983 4.298 1.841
H -0.111 3.277 1.657
H 4.833 0.322 1.881
H -1.772 -2.937 1.896
H -2.933 -2.548 4.031
H 2.732 0.657 -4.812
H 5.147 -2.271 -3.187
H 0.932 -1.700 -3.085
H -1.770 1.496 1.832
H 0.438 5.446 -1.173
H -5.136 -1.991 -1.415
H -2.596 2.291 3.187
H -4.048 5.242 -1.169
H 2.248 -1.872 1.655
H 1.784 1.224 -3.420
H -4.954 -1.111 4.103
H 2.748 5.899 -0.292
```

Values from the calculation:
Charge   -2
ΔE to the lowest compared entry with this formula, charge and spin   2.9 kcal per mole
Highest occupied orbital energy   -2.31 eV
Kohn-Sham gap   0.2273 hartree

=====

Record 2
The following is a DFT calculation (wB97M-V/def2-TZVPD) of a molecular structure, C46H57BN9OS3SnTe.

XYZ file:
```
119
Properties=species:S:1:pos:R:3
Te -1.762 1.615 0.051
Sn 1.415 -1.236 0.639
S -2.937 -2.197 -1.734
S -2.118 -1.368 1.067
S 2.064 -2.459 4.657
O 2.172 1.748 -1.090
N 3.514 -1.055 1.750
N 3.767 -2.531 -1.017
N 2.815 -1.591 -1.177
N 0.481 -0.652 6.125
N 1.849 -3.556 1.112
N 3.111 -3.986 0.916
N -0.585 -2.602 -0.684
N 4.457 -1.941 1.350
N 0.019 1.449 -0.660
C 0.513 -0.437 -3.201
C 5.337 -0.787 3.007
C -5.921 2.472 -4.751
C -0.579 -3.231 -1.892
C -0.808 -4.367 -4.404
C 4.041 2.098 3.037
C -1.774 -3.111 -2.636
C -0.300 -4.480 1.975
C 1.022 3.734 -0.429
C 3.747 -1.991 -3.158
C 3.226 -5.255 1.324
C 2.797 -1.231 -2.467
C 0.488 -3.978 -2.401
C -2.463 6.329 4.360
C 0.363 -4.536 -3.653
C 1.106 2.253 -0.741
C -3.552 2.529 -3.916
C 5.560 -1.793 2.097
C -1.689 1.527 3.154
C 1.158 -4.564 1.649
C 1.862 0.868 3.284
C 3.370 0.789 3.482
C -1.961 3.318 1.355
C -1.750 -2.058 -0.418
C -2.060 3.943 3.670
C 2.000 -5.673 1.798
C -4.831 1.514 0.041
C -1.892 -3.670 -3.901
C -2.335 5.596 1.965
C -4.900 2.346 -3.656
C -2.179 4.643 0.968
C -2.995 2.113 -1.627
C 4.030 -0.346 2.755
C 1.984 -0.073 -2.978
C 4.337 -2.792 -2.197
C -5.290 2.030 -2.360
C -1.092 -5.427 1.065
C -2.259 5.061 -0.474
C -0.558 -4.802 3.447
C -2.283 5.267 3.313
C -1.898 2.953 2.712
C -4.360 1.889 -1.342
C -2.581 2.421 -2.924
C 1.133 -1.415 5.527
C 2.583 0.468 -4.277
C -1.154 2.708 -3.298
B 4.209 -3.079 0.353
H -4.416 0.550 0.347
H 6.003 -0.421 3.768
H -1.505 1.467 4.225
H -0.308 -5.840 3.674
H -2.019 3.676 4.719
H 0.047 -4.160 4.088
H -0.909 -5.197 0.014
H 2.015 4.113 -0.199
H 1.181 -5.110 -4.065
H -0.870 -4.802 -5.392
H 1.400 -0.099 3.490
H 0.361 3.911 0.416
H -3.391 6.876 4.195
H -3.231 2.774 -4.922
H 3.559 2.955 3.513
H -1.643 7.048 4.319
H -6.230 1.481 -5.089
H -1.866 4.285 -1.121
H -1.697 5.979 -0.646
H -0.625 -3.456 1.787
H -0.828 1.077 2.651
H -5.915 1.430 0.072
H 2.415 -0.235 -5.096
H -0.455 2.147 -2.685
H -0.802 -6.463 1.242
H 1.754 -6.637 2.207
H 0.425 -1.356 -3.784
H -0.945 3.775 -3.182
H 1.433 1.603 3.965
H -3.297 5.246 -0.758
H -2.805 -3.572 -4.472
H 0.641 4.269 -1.300
H 3.561 0.639 4.548
H -4.531 2.267 0.776
H 5.098 2.107 3.303
H -6.808 2.993 -4.393
H -6.342 1.886 -2.142
H -2.509 6.627 1.678
H 4.163 -5.780 1.247
H 3.983 -1.957 -4.206
H 2.040 0.700 -2.208
H 6.427 -2.409 1.933
H -1.608 -4.635 3.693
H 3.654 0.637 -4.170
H -5.516 3.009 -5.607
H 0.007 -0.565 -2.244
H -2.568 0.914 2.929
H -0.982 2.458 -4.345
H 0.005 0.359 -3.747
H -2.490 5.893 5.357
H 3.953 2.198 1.954
H 1.640 1.170 2.262
H -2.162 -5.332 1.260
H 5.137 -3.506 -2.285
H 1.376 -4.108 -1.795
H 2.113 1.417 -4.536
H 5.214 -3.708 0.214
```

Values from the calculation:
ΔE to the lowest compared entry with this formula, charge and spin   0.3 kcal per mole
Multiplicity   2
Highest occupied orbital energy (spin up / spin down)   -6.24 / -6.24 eV
Kohn-Sham gap (spin up / spin down)   0.2234 / 0.1082 hartree

=====

Record 3
The following is a DFT calculation (wB97M-V/def2-TZVPD) of a molecular structure, C46H57N5O10P2SZr.

XYZ file:
```
122
Properties=species:S:1:pos:R:3
Zr 0.259 0.552 0.622
S -6.345 0.565 -5.047
P 0.679 -0.797 -2.303
P 0.195 1.832 3.363
O -7.304 1.665 -5.011
O -5.572 0.498 -6.284
O 0.413 -1.469 1.236
O 0.056 2.616 0.634
O -2.566 -3.598 4.319
O -1.648 0.178 1.525
O -6.907 -0.713 -4.621
O -3.667 -0.979 3.508
O 0.063 -3.931 3.006
O 0.679 4.748 0.772
N -0.616 -1.850 -2.245
N 1.977 -1.851 -2.166
N -2.275 1.827 -0.834
N 0.776 0.389 -1.305
N 0.602 -0.200 -3.868
C 0.944 1.574 -5.513
C -4.096 2.872 4.680
C -0.545 -1.790 2.052
C -0.358 1.274 -6.264
C -5.407 0.725 -2.445
C 5.834 0.787 1.714
C -1.970 -3.542 -1.072
C -1.064 0.051 -5.658
C 1.494 0.259 5.212
C 0.886 3.414 2.742
C 2.333 0.700 1.531
C 4.808 1.825 3.755
C -4.488 1.047 -1.458
C 3.892 -2.621 -0.874
C -5.137 0.972 -3.783
C -2.044 -2.811 3.570
C -3.265 1.627 -1.798
C -0.692 -2.988 2.872
C -1.629 -0.928 2.197
C 4.721 0.658 2.763
C 4.183 -3.683 -1.931
C -1.452 2.339 3.958
C 1.118 1.565 4.913
C -3.014 -2.037 -2.802
C -2.025 1.718 5.065
C -2.224 3.228 3.212
C 4.882 -0.667 3.518
C 2.551 1.003 7.235
C -0.058 -0.873 -4.982
C -3.535 3.495 3.574
C 0.806 1.241 -4.036
C 3.414 0.681 2.088
C -3.930 1.561 -4.121
C -0.562 -3.084 -1.445
C -3.002 1.887 -3.143
C 0.524 3.653 1.272
C 2.218 -2.815 -3.225
C -2.620 -1.461 3.131
C 2.201 -0.024 6.372
C -1.909 -1.159 -2.226
C 3.195 -1.421 -1.501
C -2.880 -3.486 -2.295
C 2.901 -4.058 -2.666
C 1.471 2.589 5.788
C 2.186 2.311 6.941
C -3.337 1.982 5.423
H -2.981 -2.009 -3.893
H 4.134 -0.751 4.308
H -0.030 1.806 -3.606
H 4.643 -4.567 -1.483
H 1.245 -0.536 4.516
H 4.903 -3.278 -2.653
H 4.021 1.751 4.508
H 4.753 -1.511 2.841
H -2.439 -4.116 -3.076
H -3.974 -1.603 -2.513
H 1.181 3.609 5.570
H 5.876 -0.725 3.971
H -1.818 -0.239 -2.806
H -3.860 -3.907 -2.069
H -1.801 0.370 -4.918
H 3.241 -3.029 -0.097
H -1.542 2.478 -1.080
H -0.554 -1.765 -4.599
H -5.127 3.066 4.948
H -0.100 -3.870 -2.056
H 2.943 -0.677 -0.745
H 4.696 2.777 3.235
H 3.110 0.788 8.136
H 3.109 -4.762 -3.477
H 0.563 4.280 3.324
H 1.695 1.543 -3.481
H 0.054 -2.957 -0.553
H -3.722 1.742 -5.167
H -2.159 -0.835 -1.205
H -2.591 1.955 0.117
H -0.141 1.103 -7.322
H 2.216 -4.547 -1.969
H 5.793 -0.045 1.011
H 1.221 2.625 -5.623
H -1.815 3.707 2.331
H -2.055 2.338 -3.418
H 2.485 -1.045 6.592
H 1.767 0.984 -5.928
H 4.818 -2.295 -0.392
H -1.904 -4.557 -0.673
H -4.123 4.179 2.977
H 0.687 -1.207 -5.721
H 2.849 -2.366 -4.012
H -1.448 1.007 5.645
H -2.376 -2.919 -0.270
H -1.023 2.138 -6.217
H 5.721 1.712 1.149
H 1.267 -3.080 -3.690
H 2.459 3.115 7.613
H 5.777 1.818 4.263
H -1.616 -0.498 -6.423
H -6.345 0.251 -2.184
H 3.875 -0.943 -2.228
H 6.814 0.787 2.200
H -3.772 1.472 6.272
H 1.976 3.343 2.800
H -4.697 0.820 -0.418
```

Values from the calculation:
Charge   -2
ΔE to the lowest compared entry with this formula, charge and spin   0.0 kcal per mole
Highest occupied orbital energy   -3.34 eV
Kohn-Sham gap   0.2547 hartree

=====

Record 4
The following is a DFT calculation (wB97M-V/def2-TZVPD) of a molecular structure, C46H59As3CdF5N3PS2.

XYZ file:
```
120
Properties=species:S:1:pos:R:3
Cd -0.125 -0.491 0.578
As -0.621 2.590 0.470
As 2.416 0.691 -0.386
As 3.979 5.253 0.773
S 0.792 0.229 2.783
S 1.097 -2.719 -1.217
P -1.395 0.108 -2.441
F 3.048 -4.453 5.637
F 3.051 0.143 4.713
F 4.078 -1.957 6.009
F 0.942 -4.789 3.929
F -0.102 -2.707 2.631
N -4.721 0.303 4.318
N -2.675 -0.312 3.029
N 3.007 -4.300 -2.698
C 2.294 4.769 -1.885
C 2.507 -1.062 4.495
C 1.787 -1.262 -4.651
C -2.345 3.132 -0.286
C -4.892 0.749 2.891
C 0.415 3.518 -0.927
C -4.132 0.944 -6.070
C 3.671 0.805 1.107
C -2.215 -0.197 -5.168
C -2.283 0.529 4.144
C 4.043 5.048 2.722
C 0.813 -0.437 -3.935
C -2.506 -2.505 0.423
C 3.053 -2.137 5.175
C -4.167 -2.719 -1.303
C 2.357 4.136 0.557
C -3.532 0.985 4.937
C -3.581 0.398 2.148
C -1.880 -1.450 -0.246
C 2.692 2.419 -1.286
C 1.629 -4.169 -2.542
C 3.142 -6.426 -1.669
C -0.065 -0.973 -3.079
C -3.499 1.271 -3.777
C 0.991 -5.429 -2.156
C 0.943 -2.479 3.458
C -2.424 0.395 -3.928
C 0.884 -3.330 -3.617
C 1.436 -1.192 3.611
C 1.810 -2.587 -4.527
C 1.467 -3.576 4.119
C -3.305 -1.528 3.514
C 5.423 3.986 0.380
C 3.640 -0.319 -1.518
C 0.049 -2.423 -2.694
C -3.063 0.078 -6.232
C 1.707 -6.479 -1.721
C -3.638 -3.129 -0.087
C -3.533 -1.718 -2.019
C -4.351 1.540 -4.834
C -4.544 -1.189 4.377
C -0.649 3.872 1.949
C -2.396 -1.096 -1.500
C 3.739 -5.333 -2.177
C 2.534 -3.409 4.987
C 1.944 3.686 -0.852
H -0.938 -2.846 -2.511
H -0.040 4.512 -0.994
H 3.790 -0.205 1.502
H 1.894 5.741 -1.590
H 0.276 -4.016 -4.222
H -2.099 -2.861 1.359
H 4.558 0.259 -1.642
H -3.513 0.695 5.986
H 3.501 -3.481 -3.018
H -5.181 2.220 -4.698
H -5.048 -3.200 -1.708
H 3.308 1.436 1.915
H 2.460 -0.774 -5.345
H -5.104 1.817 2.922
H -5.764 0.225 2.502
H -3.719 2.057 4.869
H -3.681 1.741 -2.816
H 6.343 4.421 0.768
H -4.100 -3.944 0.457
H 5.262 3.022 0.861
H -0.089 -5.454 -2.175
H -3.918 -1.433 -2.990
H 4.632 1.157 0.729
H -5.557 0.555 4.844
H -3.156 2.903 0.404
H 2.487 -3.172 -5.137
H -4.790 1.159 -6.900
H -2.338 4.207 -0.474
H -1.561 3.683 2.521
H 3.373 4.878 -2.003
H 3.193 -0.532 -2.485
H 2.406 3.286 1.245
H -2.512 2.602 -1.222
H -3.085 1.305 1.804
H -1.386 -0.878 -5.311
H 3.183 5.546 3.168
H -2.580 -2.095 4.097
H 3.856 -1.262 -1.018
H -0.678 4.898 1.580
H 4.039 3.996 3.006
H 1.585 4.807 0.946
H 1.877 4.509 -2.859
H 4.811 -5.214 -2.239
H -1.596 -0.027 4.780
H -4.429 -1.446 5.430
H 0.142 2.982 -1.844
H 0.208 3.736 2.605
H -2.886 -0.391 -7.191
H -1.733 1.389 3.765
H 3.770 2.596 -1.229
H 3.729 -7.247 -1.294
H 1.195 -7.377 -1.405
H -3.601 -2.132 2.659
H -5.466 -1.631 4.002
H 4.947 5.520 3.102
H -3.784 -0.223 1.275
H 2.461 2.217 -2.338
H 0.759 0.617 -4.187
H 5.541 3.853 -0.694
```

Values from the calculation:
Charge   +1
ΔE to the lowest compared entry with this formula, charge and spin   65.3 kcal per mole
Highest occupied orbital energy   -9.16 eV
Kohn-Sham gap   0.2411 hartree